## 1
ORCA calculation (the ωB97M-V functional and the def2-TZVPD basis) on a cluster of 2 separate species, C2H2FIO in total.

XYZ file:
```
7
Properties=species:S:1:pos:R:3
C -0.8540 0.7118 -0.1551
C -0.6558 0.9361 0.9995
O 0.8729 -1.6085 -0.9272
F -0.5889 1.0557 2.2854
I 2.3987 -0.7275 -0.6702
H -0.7735 0.3154 -1.0715
H 2.9521 -0.5799 0.8742
```

## Properties
- Lowest unoccupied orbital energy: -0.35 eV
- Multiplicity: 1
- Orbital gap: 8.8 eV
- Net charge: 0

These are the Mulliken partial charges, in e, on atoms 1 to 6:
1 C -0.22
2 C 0.02
3 O -0.64
4 F -0.23
5 I 0.52
6 H 0.44

## 2
ORCA calculation (the ωB97M-V functional and the def2-TZVPD basis) on a cluster of 2 separate species, C2H2FIO in total.

XYZ file:
```
7
Properties=species:S:1:pos:R:3
C -0.1295 -0.5411 -0.7366
C 0.0654 0.5200 0.2543
O -0.0689 -0.4780 -1.9069
F 0.4875 1.7433 -0.0963
I -1.2984 0.6478 1.8420
H -0.3290 -1.4834 -0.1356
H 1.2729 -0.4085 0.7790
```

## Properties
- Lowest unoccupied orbital energy: -0.19 eV
- Multiplicity: 1
- Orbital gap: 9.8 eV
- Net charge: 0

These are the Mulliken partial charges, in e, on atoms 1 to 6:
1 C -0.02
2 C -0.04
3 O -0.42
4 F -0.21
5 I 0.16
6 H 0.29

Which is most stable, and by how much? 2, by 0.1471 hartree.